Molecular formula: C16H16N2PtS4SbTe
Method: DFT, ωB97M-V/def2-TZVPD

CARTESIAN COORDINATES (ANGSTROEM)
Pt (-1.152, -0.638, 1.284)
S (0.851, 1.467, 5.078)
Sb (-0.164, -0.433, 4.437)
S (0.809, -1.355, 2.422)
S (-2.196, 0.077, 3.218)
S (-0.560, -2.149, 5.855)
Te (1.959, 0.521, 0.051)
C (2.333, 1.731, -1.660)
C (2.853, 3.016, -1.510)
C (3.102, 3.816, -2.621)
C (2.834, 3.340, -3.898)
C (2.316, 2.060, -4.061)
C (2.072, 1.259, -2.949)
C (-0.052, 1.160, 0.122)
C (-1.013, 0.562, -0.730)
C (-2.304, 1.127, -0.810)
C (-2.618, 2.267, -0.094)
C (-1.659, 2.877, 0.711)
C (-0.394, 2.335, 0.824)
H (3.056, 3.400, -0.518)
H (3.503, 4.813, -2.487)
H (3.032, 3.962, -4.762)
H (2.104, 1.685, -5.054)
H (1.677, 0.259, -3.085)
H (-0.709, -0.194, -1.442)
H (-3.033, 0.678, -1.472)
H (-3.616, 2.681, -0.158)
H (-1.911, 3.766, 1.276)
H (0.341, 2.786, 1.477)
C (-1.874, -3.709, 2.529)
C (-1.214, -3.702, 1.197)
N (-1.178, -2.718, 0.317)
C (-0.430, -3.164, -0.757)
C (-0.028, -4.437, -0.537)
N (-0.543, -4.764, 0.705)
H (-2.602, -2.902, 2.593)
H (-1.154, -3.538, 3.335)
H (-2.377, -4.665, 2.698)
H (-0.233, -2.538, -1.611)
H (0.562, -5.119, -1.121)
H (-0.391, -5.621, 1.208)

Results
Energy above the lowest of the compared OMol25 structures with the same formula, charge and spin   124.7 kJ/mol
Kohn-Sham gap (spin up / spin down)   5.88 / 5.88 eV
Net charge   -1
LUMO (spin up / spin down)   1.64 / 1.63 eV

natural (NBO) population analysis, charges in e, atoms 1 to 4:
1 Pt 0.67
2 S -0.83
3 Sb 1.39
4 S -0.58

=====

Molecular formula: C16H16N4O2
Method: DFT, ωB97M-V/def2-TZVPD

CARTESIAN COORDINATES (ANGSTROEM)
O (-0.218, -1.999, -3.428)
N (-0.785, 1.773, -0.891)
O (0.869, -1.892, 3.821)
C (-0.012, -1.333, -2.418)
C (-0.154, 0.613, -1.050)
C (0.894, -1.967, -1.479)
C (0.748, -0.014, -0.096)
C (1.218, 0.507, 1.017)
C (1.284, -1.275, -0.347)
C (-3.296, 2.608, -3.513)
C (-3.153, 1.466, -4.315)
C (-2.569, 2.809, -2.349)
C (-2.169, 0.509, -4.002)
C (-1.661, 1.823, -1.981)
C (-1.424, 0.756, -2.812)
N (0.915, 1.746, 1.456)
N (-0.492, -0.062, -2.186)
N (2.118, -0.375, 1.581)
C (-0.497, -1.970, 3.297)
C (2.224, -1.612, 0.794)
C (1.409, -0.557, 3.967)
C (2.592, -0.300, 2.977)
H (1.301, -2.954, -1.732)
H (-3.950, 3.415, -3.798)
H (-3.774, 1.360, -5.177)
H (-2.670, 3.703, -1.754)
H (-1.958, -0.361, -4.593)
H (1.699, 2.340, 1.597)
H (0.161, 2.122, 0.882)
H (-0.679, -2.998, 2.944)
H (-0.633, -1.256, 2.488)
H (-1.197, -1.732, 4.084)
H (1.879, -2.469, 1.383)
H (3.224, -1.781, 0.468)
H (0.609, 0.226, 3.841)
H (1.821, -0.444, 4.987)
H (2.988, 0.671, 3.168)
H (3.337, -1.096, 3.169)

Results
Energy above the lowest of the compared OMol25 structures with the same formula, charge and spin   70.6 kJ/mol
Kohn-Sham gap   7.79 eV
LUMO   0.42 eV
SMILES   COCCN1Cc2cc(=O)n3c(nc4ccccc43)c2=C1N

natural (NBO) population analysis, charges in e, atoms 1 to 4:
1 O -0.60
2 N -0.55
3 O -0.57
4 C 0.63

=====

Molecular formula: C16H16N4O2S
Method: DFT, ωB97M-V/def2-TZVPD

CARTESIAN COORDINATES (ANGSTROEM)
C (-4.058, -1.876, -0.425)
N (-4.227, -0.612, -1.118)
C (-3.007, -0.075, -1.702)
C (-2.352, 1.019, -0.825)
N (-2.653, 0.767, 0.563)
C (-1.822, 0.177, 1.450)
O (-2.190, -0.219, 2.541)
C (-0.396, 0.054, 1.037)
C (0.516, 1.043, 0.849)
C (1.817, 0.542, 0.592)
C (1.862, -0.855, 0.600)
N (2.953, -1.589, 0.386)
C (4.070, -0.943, 0.166)
C (5.265, -1.681, -0.052)
C (6.447, -1.052, -0.280)
C (6.488, 0.362, -0.304)
C (5.346, 1.059, -0.098)
N (4.153, 0.442, 0.133)
C (3.008, 1.287, 0.338)
O (3.134, 2.492, 0.277)
H (5.290, 2.139, -0.101)
H (7.414, 0.882, -0.482)
H (7.352, -1.617, -0.442)
H (5.171, -2.753, -0.020)
S (0.307, -1.542, 0.926)
H (0.293, 2.093, 0.900)
C (-4.067, 0.862, 0.881)
C (-4.902, 0.395, -0.330)
H (-5.857, -0.007, 0.014)
H (-5.111, 1.239, -0.993)
H (-4.317, 1.896, 1.143)
H (-4.244, 0.231, 1.756)
H (-2.756, 2.004, -1.081)
H (-1.275, 1.037, -0.983)
H (-2.305, -0.896, -1.859)
H (-3.253, 0.355, -2.680)
H (-5.038, -2.213, -0.089)
H (-3.388, -1.837, 0.442)
H (-3.670, -2.609, -1.131)

Results
Energy above the lowest of the compared OMol25 structures with the same formula, charge and spin   101.7 kJ/mol
Kohn-Sham gap   7.77 eV
LUMO   -0.20 eV
SMILES   CN1CCN(C(=O)c2cc3c(=O)n4ccccc4nc3s2)CC1

natural (NBO) population analysis, charges in e, atoms 1 to 4:
1 C -0.41
2 N -0.44
3 C -0.23
4 C -0.24